[1]
9
Properties=species:S:1:pos:R:3:forces:R:3 method="wB97M-V/def2-TZVPD" total_energy_ev=-13489.493 lumo_ha=-0.0162 charge=0 gap_ev=8.556 homo_energy_ev=-8.996 smiles="CCP=O" relative_energy_kcal_mol=31.9
C -0.4332 0.4778 0.0916 -0.6 -3.4 1.6
H 1.0629 -0.8775 -0.9714 -0.5 0.1 -1.2
O 3.6927 0.8633 -0.0157 1.2 3.1 -0.1
H -0.5845 0.9898 1.0809 0.4 -0.6 -1.0
H 0.6585 -1.4383 0.5186 0.6 1.1 0.1
H -0.4504 1.1589 -0.6735 0.2 2.0 -1.7
H -1.4135 -0.1872 -0.1183 2.3 1.2 0.7
P 2.9951 -0.3751 0.0241 -3.7 -3.1 0.5
C 0.8864 -0.4499 0.0059 0.1 -0.4 1.2

=====

[2]
102
Properties=species:S:1:pos:R:3:forces:R:3 method="wB97M-V/def2-TZVPD" total_energy_ev=-102749.489 lumo_ha="-0.2872 / -0.3648" charge=+3 gap_ev="6.499 / 4.331" homo_energy_ev="-14.314 / -14.259" relative_energy_kcal_mol=18.3
C 0.9463 0.2489 -5.1287 0.1 0.0 0.0
C -1.7034 -3.9242 0.1505 0.1 0.0 0.0
Sn -0.3508 -1.0310 -0.5227 0.3 0.1 -0.4
C -4.3172 -3.1919 0.1447 0.0 0.0 0.0
H 3.4765 7.6591 11.4820 0.0 0.0 0.0
H -4.0306 2.9683 -0.5582 0.0 0.0 0.0
N 1.2012 2.3207 5.6622 0.0 0.0 0.0
N -2.0141 -2.6272 0.0478 0.0 0.1 0.0
C 1.2195 3.6393 -0.1030 0.0 0.0 0.0
C 1.9854 4.0328 7.9881 0.0 0.0 0.0
C 2.7291 6.2034 8.6979 0.0 0.0 0.0
N 2.3707 -4.0235 -2.4204 0.0 0.0 0.0
C -2.6888 1.3080 -0.4499 0.0 0.0 -0.1
P -1.2348 -1.4804 -5.0473 0.0 -0.1 0.3
H 0.1587 -2.0971 -7.4649 0.0 0.0 0.0
H 2.5980 -6.0249 -0.6469 0.0 0.0 0.0
H 1.3740 -5.3579 0.4383 0.0 0.0 0.0
H 1.4611 4.3976 -0.8341 0.0 0.0 0.0
C 2.0989 0.7544 -5.7137 0.0 0.0 0.0
C 1.7312 -4.1353 -1.2583 0.1 0.1 -0.2
C 1.6084 3.6374 5.5547 0.0 0.0 0.0
C 2.3632 5.8227 6.3494 0.0 -0.1 0.0
C -2.4941 -1.4559 -6.3124 0.0 0.0 0.0
O 1.2112 -3.1367 -0.7107 -0.1 -0.1 0.3
H 2.8367 -4.9671 -4.2139 0.0 0.0 0.0
H 4.0038 -5.2730 -2.9189 0.0 0.0 0.0
C 3.1347 -0.4862 -0.0463 0.0 0.0 0.1
H 3.5140 -2.6809 -3.5268 0.0 0.0 0.0
H -6.0328 1.5175 -0.1446 0.0 0.0 0.0
C 1.9799 4.4792 6.6377 0.0 0.0 0.0
C -3.9944 -4.5346 0.2606 0.0 0.0 0.0
H -0.2098 -2.6134 4.7078 0.0 0.0 0.0
H -5.3541 -2.8941 0.1211 0.0 0.0 0.0
C -3.2162 -2.6028 -6.6295 0.0 0.1 0.0
H -4.7785 -5.2760 0.3362 0.0 0.0 0.0
C -2.6619 -4.9108 0.2696 0.0 0.0 0.0
H 2.3506 4.5126 10.0229 0.0 0.0 0.0
H 2.1514 6.4774 11.3480 0.0 0.0 0.0
H -4.7280 -3.4363 -7.8966 0.0 0.0 0.0
N -0.0384 -0.6817 1.9665 -0.1 -0.1 0.1
H -0.4808 -2.6667 2.2482 0.0 0.0 0.0
N 1.6123 4.0256 4.2763 0.0 0.0 0.0
C -3.5716 -0.7944 -0.0844 0.0 0.0 0.0
H 2.2229 -1.2073 -8.4758 0.0 0.0 0.0
C 0.5962 1.6237 1.6374 0.0 0.0 0.0
H 2.4836 -1.9362 -2.2896 0.0 0.0 0.0
C 0.7457 2.3934 -0.5180 0.0 0.0 0.0
H -2.3662 -5.9469 0.3542 0.0 0.0 0.0
C 0.2529 -0.7796 -5.7576 0.0 0.0 0.0
C -0.2088 -1.7443 2.7434 0.0 0.1 0.0
C 0.7087 -1.3068 -6.9670 0.0 0.0 0.0
H 1.7628 -2.5444 -3.7920 0.0 0.0 0.0
C -0.0547 -1.7153 4.1275 0.0 0.0 0.0
C 1.2074 2.9614 3.5697 0.0 0.0 0.0
C 0.3267 0.4877 2.5291 0.1 -0.1 0.0
C -3.9348 1.9022 -0.4100 0.0 0.0 0.0
H -5.7060 -0.9039 0.1477 0.0 0.0 0.0
H 2.6374 1.5641 -5.2389 0.0 0.0 0.0
C 1.0555 2.8446 2.1418 0.0 0.0 0.0
H 3.8617 5.9502 11.1640 0.0 0.0 0.0
H 0.8993 -6.1088 -1.0999 0.0 0.0 0.0
H 3.4560 0.6225 -7.3672 0.0 0.0 0.0
H 2.4201 -6.0774 -2.9205 0.0 0.0 0.0
H 1.1090 1.7950 6.5154 0.0 0.0 0.0
H -5.1530 -1.3164 -9.0862 0.0 0.0 0.0
O 3.5711 -0.7860 0.9460 -0.1 0.0 -0.1
H -3.8757 0.7164 -8.5077 0.0 0.0 0.0
C -3.6912 -0.2082 -7.9776 0.0 0.0 0.0
C 2.5385 -2.7148 -3.0442 0.0 0.0 0.0
H 1.7009 3.0183 8.2351 0.0 0.0 0.0
H 0.4367 -0.4826 5.7935 0.0 0.0 0.0
C 2.3493 4.8636 9.0017 0.0 0.0 0.0
C 2.5577 0.2263 -6.9125 0.0 0.0 0.0
N -2.5045 -0.0045 -0.2832 0.0 0.0 0.2
H -1.8022 1.8963 -0.6393 0.0 0.0 0.0
C 1.8658 -0.8039 -7.5378 0.0 0.0 0.0
C 0.3032 -0.5314 4.7198 0.0 0.0 0.0
H 0.5781 0.6491 -4.1925 0.0 0.0 0.0
C 1.6511 -5.4905 -0.6040 0.0 0.0 0.0
H 3.0208 7.6860 7.1605 0.0 0.0 0.0
C -4.8517 -0.2668 -0.0217 -0.1 0.0 0.0
H -2.1483 0.6301 -6.7508 0.0 0.0 0.0
C 3.1440 6.7505 10.9957 0.0 0.0 0.0
H 2.3565 6.1522 5.3206 0.0 0.0 0.0
S -0.9907 -3.2789 -4.1778 0.0 0.0 0.0
C -4.4087 -1.3542 -8.3018 0.0 0.0 0.0
C 0.5119 0.5985 3.9201 0.0 0.0 0.0
C -2.7266 -0.2556 -6.9868 0.0 0.0 -0.1
H -0.6445 -4.1481 0.1183 0.0 0.0 0.0
O 3.0926 7.0766 9.5837 0.0 0.0 0.1
H -3.0295 -3.5277 -6.1003 0.0 0.0 0.0
H 1.7236 4.8205 1.6196 0.0 0.0 0.0
C -3.3035 -2.2517 0.0466 0.0 0.0 0.0
C -5.0374 1.0960 -0.1852 0.0 0.0 0.0
C 0.9408 1.8766 4.4081 0.0 0.0 0.0
S -1.7736 -0.6425 -3.2907 -0.2 0.1 -0.1
C 2.9432 -5.1544 -3.1470 0.0 0.0 0.0
C -4.1718 -2.5465 -7.6339 0.0 0.0 0.0
N 0.4277 1.4221 0.3221 0.0 0.0 0.0
H 0.6150 2.1778 -1.5739 0.0 0.0 0.0
C 1.3655 3.8710 1.2437 0.0 0.0 0.0
C 2.7264 6.6623 7.3476 0.0 0.0 0.0

=====

[3]
201
Properties=species:S:1:pos:R:3:forces:R:3 method="wB97M-V/def2-TZVPD" total_energy_ev=-241287.395 lumo_ha=-0.0767 charge=0 gap_ev=7.276 homo_energy_ev=-9.362
C -1.5169 6.8224 -1.5029 -2.5 -2.0 -1.6
C -1.5076 0.5802 -6.4340 1.0 -0.1 -1.5
C 0.2543 -4.2280 -1.6127 -0.4 0.1 -0.9
C 5.8039 -4.6576 2.1235 -1.2 1.4 0.7
C 3.9574 4.0178 -2.8881 -1.1 0.2 -0.4
H -4.0216 2.0798 -3.7163 -0.1 -0.1 0.3
C -1.2365 2.1007 -6.2906 -0.5 -1.6 -0.1
C -6.8050 2.0051 -1.4994 0.8 1.2 -1.1
H -0.6418 2.5188 -2.9179 0.0 1.1 -1.2
H -0.2438 -7.4801 4.6734 -0.8 0.1 -0.4
O 0.4807 -3.3798 2.8941 0.9 -0.2 0.3
O -3.8504 -0.6155 2.4027 0.2 -1.0 0.1
O -1.4558 -5.9484 -4.3258 0.5 1.1 1.7
C -0.3937 -4.3524 -2.7648 -1.5 -0.1 -2.0
C 8.5773 -0.5933 -0.7091 1.6 -0.5 -0.9
O 1.5623 -1.0115 0.3265 -0.1 0.7 -0.6
C 9.6404 -1.1816 1.5317 -0.1 0.1 -0.5
O -6.3516 -0.7615 2.9101 0.6 -0.8 0.3
C -5.1964 3.9541 2.1270 -0.9 0.9 0.8
O 3.5581 -2.6500 0.0686 0.4 0.1 -0.1
C -0.9056 -5.6366 -3.2619 1.3 -0.8 -0.2
H -6.9756 -2.2426 5.1430 0.3 0.3 -0.4
C 0.4090 6.7020 -3.6829 2.1 2.2 1.4
C -0.4727 2.7092 -7.3260 0.5 0.3 -0.6
C 5.7522 -3.7768 3.3989 0.6 -1.1 -2.0
O 3.9760 2.4796 -4.6288 -0.2 -0.4 0.3
C -3.0079 -3.5112 -0.8462 -1.3 -0.4 -1.7
H -1.9096 4.9681 -4.8637 0.8 0.0 0.0
H 3.6060 -6.6077 5.8803 0.8 0.2 0.4
C 1.2545 5.5160 3.9776 -1.3 -0.3 -0.7
C -0.7555 6.0750 -3.8455 -0.3 -0.7 -0.3
H -1.2544 -1.2154 -7.6298 -0.1 0.3 0.3
H -0.4062 -1.3151 5.9688 -0.2 0.2 0.1
C 2.5732 -5.5327 4.9180 1.0 -1.7 1.4
C -1.3076 1.5738 -1.1907 0.5 -0.2 -0.3
C 0.1637 -6.7099 -1.2047 0.4 0.5 0.5
H -0.6261 2.3525 2.4964 0.4 -0.2 -0.2
O -1.9969 2.3491 -1.8620 -0.4 -0.9 1.6
O -2.3917 5.4054 3.3191 1.0 0.0 0.9
O 6.4742 -5.6525 2.2270 0.4 -0.9 -0.3
C 8.4415 -0.7732 0.8078 -0.7 0.5 -0.1
H 3.0742 4.6948 1.5522 -0.1 0.1 0.1
O -1.1277 -5.3610 3.0713 0.4 -1.2 0.9
O 1.7627 8.1443 -2.0840 -0.8 -1.4 -1.2
H 2.3778 0.3442 2.9746 -0.1 -0.1 -0.2
C -6.3222 4.6671 2.0223 -1.3 0.9 -0.5
H -2.9278 -6.1592 1.4675 0.0 0.1 -0.3
H -7.4585 0.3701 -0.4053 -0.1 0.0 0.4
H -3.1641 0.9664 5.5797 -0.2 -0.2 0.1
C -0.5595 -0.1229 0.3668 -0.5 -0.5 0.7
H -3.9662 4.2096 -1.1435 0.2 0.4 0.6
C 5.1250 -2.6214 3.4416 -0.6 1.7 -0.1
C -0.4956 1.5734 3.2418 -1.4 1.4 -0.3
C -3.8320 -3.9620 -1.8528 0.1 -0.6 1.6
C -6.6736 0.7884 -1.0155 0.1 -2.8 1.8
H -2.2875 5.6307 4.2961 -0.7 -0.2 -0.2
C -0.2692 0.4595 -8.5879 -0.2 1.3 2.2
H 3.4462 4.2959 -4.6155 0.3 0.4 0.0
O 7.3118 -0.4841 1.2507 1.9 -0.6 -0.3
C -3.9531 -6.0527 -0.3740 -0.2 -0.5 -0.2
C 4.2542 3.2993 -0.5807 0.4 0.9 -2.9
O -2.1687 0.0854 -5.4187 -0.2 0.4 0.1
H -1.1989 4.9803 0.8894 -0.8 0.1 0.1
O 1.7198 0.9960 2.6340 -1.4 0.1 1.0
O -2.7063 5.2077 -2.9123 -0.6 0.4 0.2
C 1.8221 -2.1827 -4.6355 -0.8 0.3 0.0
C -1.5467 0.3184 5.1837 3.2 0.4 -2.7
H -7.6250 3.6279 -1.7635 -0.3 -0.4 0.0
C -6.6115 5.4589 0.8568 1.1 -1.2 -0.8
C -5.5551 -1.5584 3.6385 -1.1 0.2 0.7
O 0.3043 -0.0209 -9.5450 -0.6 -0.4 -0.1
O -2.6810 2.0977 4.1223 0.7 -0.6 0.0
H 1.3327 -3.2576 -0.5324 0.0 0.5 0.4
H -2.2161 -2.4938 3.3724 -0.2 0.0 0.6
O 7.4822 -0.1242 -1.3099 1.0 -0.2 1.3
Cl 0.5153 -1.0371 -4.2065 0.2 0.1 -0.2
H -2.3448 0.8924 -4.8597 0.0 -0.5 0.0
C -3.5829 -3.1009 4.9618 -0.6 0.5 -1.7
O -7.6331 6.0624 0.6091 0.0 0.6 -0.1
H -1.0754 -4.5334 2.5651 -0.1 0.5 -0.4
C -1.6507 1.4290 4.1013 0.8 -0.6 0.9
H 0.3362 -7.6258 -0.6637 0.3 0.1 0.5
C -1.0694 -0.1442 -7.5173 0.0 -0.4 -0.3
C 0.8309 -0.1871 -0.2121 -0.5 0.9 -0.2
C 4.4476 -2.1171 2.2458 -0.8 1.3 0.0
O -0.9144 -7.9642 -2.8577 -0.4 -1.0 -0.6
O -3.2948 3.0133 1.3266 0.1 0.5 -1.0
C 4.9761 -4.2235 1.0181 0.0 -0.2 -0.3
O 3.5974 4.8835 -3.8362 0.1 -0.4 0.1
O -5.1788 -5.9211 -2.3441 0.8 0.9 0.9
O 0.2968 2.2062 -2.8484 -1.4 0.4 -0.1
H 0.6996 1.6301 -9.9689 0.6 0.6 -0.3
H 1.9973 0.6495 -1.8291 0.3 0.2 -0.1
O 1.3878 4.7685 0.4806 -0.3 -0.6 -1.8
C 0.0024 1.9839 -8.3990 -1.4 0.2 1.5
C -1.1135 5.2479 3.0494 1.1 0.5 -2.8
O -3.5192 -0.2355 -2.6095 -0.2 -0.6 0.0
C 0.7912 7.4729 -2.4196 -2.4 -0.5 -0.1
Cl 3.1060 -2.0922 -3.4520 0.1 -0.2 0.2
C 4.3745 -3.0170 1.0327 0.2 -1.2 0.6
O -2.5063 -2.3071 -0.9288 0.4 0.3 0.0
O -2.5968 0.2101 5.8681 -2.8 0.0 1.9
O -5.0804 -1.1057 -0.8184 -0.8 -0.7 1.4
C 2.2279 -4.4677 4.2300 -0.2 2.4 -1.4
C -0.6141 5.0959 1.7859 -1.3 -0.9 -0.9
O 3.7657 -5.6797 5.5663 -1.7 -0.4 -0.8
C -0.4485 -0.4693 5.2872 1.5 -0.8 0.2
C 1.6602 5.2128 2.6992 0.8 -0.5 2.0
O 12.0613 -1.5406 -1.0635 2.5 -0.7 -2.1
C 4.0984 2.6208 -3.4266 0.8 0.0 0.9
O -7.8189 2.8125 -1.2356 0.4 0.2 -0.1
C -0.4810 -6.8467 -2.3778 -0.5 2.1 0.4
O 3.8385 -1.0438 2.1088 1.0 -1.2 0.7
H -5.7498 -0.4453 2.1957 -0.2 0.2 0.2
H -4.1439 -3.3164 -2.6789 0.2 -0.4 0.3
O -6.2663 3.5360 -3.1193 -0.1 2.6 -1.3
H -0.5108 -3.4548 -3.3631 -0.3 -0.1 0.0
C -1.5499 0.6821 -0.0151 -1.2 2.3 -1.9
H -7.1162 4.6723 2.7536 0.3 -0.1 0.4
O 2.9270 5.0198 2.4693 0.7 0.1 -0.2
O -4.9403 3.3546 3.2539 0.4 -0.7 0.3
H 3.7487 5.3472 -1.3119 0.2 -0.3 0.2
C 0.6140 -5.3727 -0.7444 0.1 -0.8 0.1
C 4.0036 4.3224 -1.5859 -0.4 1.1 0.7
C -3.1797 -5.5766 0.5831 1.5 1.0 1.5
O -0.9893 5.3299 -4.9590 -0.9 0.9 1.2
C 0.9428 -4.3197 3.5185 0.4 -0.8 1.2
Cl 2.4437 -1.9046 -6.2525 -0.1 0.0 -0.1
C -5.5730 5.3404 -0.2893 2.1 -1.8 0.8
H 6.7635 -5.1441 4.0206 0.1 0.3 0.2
O -0.0247 8.1239 -0.2629 0.4 -0.6 -0.9
H 3.1988 -1.7703 0.3021 -0.3 0.3 0.0
H 5.2403 -2.0858 4.3751 -0.5 0.6 -0.2
C -4.7241 1.7070 -2.9694 -0.5 0.0 -0.1
C 9.7451 -0.8611 -1.3676 0.4 0.3 -0.8
O -1.7802 -3.7046 1.1007 0.7 0.5 0.7
O -5.2116 -3.8928 6.3819 -0.7 0.5 -0.3
O 2.1583 -7.6828 5.7857 -0.9 0.3 -0.5
H 0.1267 -1.4134 1.4815 -0.1 -0.4 0.2
O 4.9434 1.1080 -0.2023 0.2 -0.5 -0.3
H -4.0799 2.8946 3.1490 0.2 -0.1 0.2
C -4.6122 0.4793 -2.4028 0.8 1.8 0.5
C -5.8485 2.5601 -2.5979 -0.2 -3.2 1.4
O 1.8433 -0.8443 4.3947 -0.4 -0.4 1.1
C -5.9541 -2.2332 4.7516 -0.5 -0.5 0.3
H -2.2733 6.7391 -0.7320 0.2 0.3 0.2
C -4.1993 3.7916 1.0338 -0.1 -0.6 0.0
H 4.7433 -4.8967 0.2070 0.3 -0.1 -0.1
H -2.5389 0.7858 0.4258 0.3 -0.5 0.3
H 0.9316 8.3122 -0.4499 -0.5 0.4 0.4
H 1.2801 -3.1256 -4.6154 0.7 -0.2 0.0
O 0.6474 2.4669 -9.4167 0.0 -0.4 -0.4
H -5.0525 -7.2158 -1.0857 0.4 -1.1 0.4
H -1.9093 -2.2159 -0.1687 0.4 0.4 0.5
H 4.8707 1.4812 0.7047 -0.1 0.2 -0.7
C 0.6182 0.8663 3.4221 2.0 -0.6 -0.5
C 4.5780 1.9913 -1.1463 0.1 -2.5 1.0
O -2.8441 -3.9549 5.5906 0.8 -0.7 0.7
H -1.3616 -7.6925 -3.6957 0.0 -0.3 0.0
C 0.7875 -0.2569 4.4830 -2.0 1.2 -1.2
O -4.3973 -7.2937 -0.3188 -1.3 0.8 -1.4
C -2.5855 -4.2727 0.4082 -1.4 -0.9 -1.4
C -3.1952 -2.4194 3.8584 0.5 0.3 -0.7
C 1.6721 -6.7700 5.1361 0.0 2.1 -1.2
C 0.0762 1.4997 -1.7732 1.8 -1.1 0.6
H -3.5669 -0.9475 -1.9315 0.3 -0.2 -0.2
H 12.5411 -2.0714 0.7191 -0.2 0.3 0.1
O -1.7751 2.5932 -5.2993 0.4 0.2 -0.5
H 2.9274 -3.6387 4.2082 -0.2 0.0 -0.1
C -1.8271 6.0174 -2.7389 2.0 0.2 0.3
H 4.7766 0.6737 -2.8403 -0.1 -0.3 0.5
O 4.3510 3.3789 0.6050 -0.5 1.1 2.3
C -0.1580 5.5095 4.1922 -1.6 0.0 0.5
O 11.8883 -1.8747 1.4302 0.4 -0.1 0.3
H -6.5962 6.5474 -1.0484 -0.2 0.2 -0.9
C 4.4619 1.6176 -2.4182 0.2 0.2 -1.9
O -0.8088 5.7080 5.2259 1.1 0.1 0.2
C 1.0676 0.7408 -1.3008 0.9 -1.7 1.1
O -0.7554 -1.0034 1.3402 0.3 0.0 0.1
C -5.4897 -0.0607 -1.2479 -0.2 2.3 -2.9
C -4.4985 4.4626 -0.2156 -0.8 0.6 -0.7
C -5.0247 -3.1081 5.4657 0.8 0.6 -0.7
C 0.0265 -5.5154 3.7116 -0.3 -0.9 0.3
H 1.1384 6.8574 -4.4526 0.2 -0.6 -0.6
H -3.4740 -4.3817 6.2183 0.2 0.0 0.2
C 10.8070 -1.4202 0.8514 -1.5 -0.6 0.0
C 0.3527 -6.6042 4.4820 0.7 -0.5 0.4
C 10.9599 -1.3394 -0.7030 -3.9 1.6 3.3
C 0.7626 4.9401 1.4928 0.8 1.5 3.0
H 9.5479 -1.3098 2.6000 0.2 0.0 0.1
H 6.9708 0.0589 -0.4869 -1.2 0.2 -0.4
H 9.9140 -0.5778 -2.4088 -0.5 -0.2 0.1
H -0.3398 3.7766 -7.2170 0.3 0.1 -0.3
C -0.3724 7.4465 -1.3821 2.3 1.2 1.1
O 0.6683 -3.0440 -1.2253 0.5 -0.2 0.4
O -5.8281 6.0244 -1.3824 -0.9 0.5 0.9
O 1.2800 -5.0344 0.2248 -0.2 -1.1 0.1
C -4.1172 -1.5138 3.2012 0.2 0.5 0.6
H 1.8076 5.6386 4.8922 0.8 0.0 -0.3
C -4.4007 -5.2880 -1.6175 -0.2 -0.2 -1.1
O 6.4818 -4.2565 4.3567 0.5 -0.9 0.7

=====

[4]
67
Properties=species:S:1:pos:R:3:forces:R:3 method="wB97M-V/def2-TZVPD" total_energy_ev=-67724.553 lumo_ha="-0.4603 / -0.4617" charge=+3 gap_ev="3.497 / 3.452" homo_energy_ev="-16.021 / -16.016" relative_energy_kcal_mol=69.4
H 4.7441 2.4333 0.3235 -0.5 0.2 0.0
C -4.2508 -0.3685 -0.0899 1.7 0.6 1.1
C -4.4245 -1.7371 -2.0819 1.7 -1.3 -1.3
H -5.0525 -2.2432 -2.8080 0.1 0.3 0.0
C 3.7089 2.8119 0.3408 -0.1 0.2 -0.4
H 2.5749 3.5099 2.8911 -0.4 -0.2 -0.1
H 0.2378 4.1802 -0.8026 -0.3 -0.2 -0.1
C 3.8089 0.9521 2.4520 0.0 -0.2 0.1
H -7.0272 -3.0681 -3.1385 -0.1 -0.1 0.3
H -0.2887 -1.7495 4.4368 0.1 0.2 -0.3
H 4.8415 0.7978 -2.3074 0.1 0.0 0.2
C 1.7912 2.9091 2.3997 -0.3 -0.1 -0.1
H -1.2410 3.2400 -0.4352 0.1 0.2 -0.2
Tl 0.8100 -0.0568 -0.0744 0.4 1.7 1.7
C 2.1334 -2.5063 2.7741 0.3 0.0 -0.2
N 5.2136 0.4900 -1.4174 -0.7 -1.0 -0.1
C -5.0059 -0.8974 -1.1318 -0.8 0.0 0.4
H 1.1404 3.5613 1.7944 0.2 -0.2 0.4
H 2.2150 -3.4892 2.2851 0.0 0.3 0.2
H -0.2915 -3.4001 0.7929 -0.1 -0.1 0.3
C -2.8943 -0.6053 -0.0458 -1.3 1.3 1.6
H 2.0941 -2.6377 3.8674 0.0 0.0 -0.4
C -7.6179 -2.3922 -1.2244 -0.1 0.3 0.2
H -0.7108 0.3274 -3.3218 -0.1 0.3 -0.2
C -0.9548 1.3690 -3.0683 0.0 -0.4 0.1
O -0.9838 -1.6188 -1.0336 -3.6 0.4 -0.3
H 3.6913 3.8061 0.8177 0.1 -0.4 -0.2
C -0.0947 -0.9486 3.7083 0.0 0.6 -0.4
C -0.5260 3.5113 -1.2245 0.1 -0.4 0.6
H 2.4046 1.8259 -2.9598 -0.2 0.3 -0.1
H -1.0365 -0.4389 3.4595 0.2 -0.1 0.2
H 0.5995 -0.2154 4.1440 -0.2 -0.2 -0.1
H -7.9514 -1.4095 -1.5812 0.0 -0.4 0.1
C -3.0684 -1.9885 -2.0715 -1.8 -0.5 -1.0
H -1.0553 4.0240 -2.0408 0.2 -0.2 0.2
H -6.8639 -4.3066 -1.7554 0.0 0.3 -0.1
H -0.6045 0.7744 0.7460 -0.1 -0.1 -0.1
H 3.3392 2.9013 -0.6924 0.3 0.1 0.3
C -2.2511 -1.4148 -1.0437 4.0 -0.7 -0.3
H -1.9647 1.3890 -2.6330 0.2 0.1 -0.2
S 3.0211 -1.0328 -1.2826 -0.6 -0.6 -0.6
H -2.5822 -2.6114 -2.8188 -0.1 0.1 0.1
H 6.2015 0.6567 -1.2460 -0.2 0.0 -0.1
H 2.0777 3.5067 -2.4155 -0.2 -0.3 -0.2
H 3.2785 0.3299 3.1903 0.3 0.2 -0.1
H -6.0732 -0.6987 -1.1438 0.2 0.1 -0.3
H -1.5526 -2.6465 1.7919 0.2 -0.2 0.1
H 3.0163 -1.9034 2.5103 -0.2 -0.3 0.2
H -2.2665 -0.1555 0.7281 -0.3 -0.4 -0.1
H 4.5387 0.3294 1.9084 -0.5 0.4 0.4
P 2.6020 1.6977 1.2900 0.6 0.4 0.7
H 6.1831 -0.8838 0.4171 -0.3 0.0 0.1
P 0.6275 -1.6544 2.1784 0.1 -1.0 0.5
C -7.1224 -3.2957 -2.0737 -0.1 -0.2 -0.1
H 4.3419 1.7654 2.9724 -0.2 -0.3 -0.1
P 0.2608 1.9785 -1.8492 0.1 0.5 -1.1
H -0.9168 1.9941 -3.9723 -0.2 -0.2 0.3
C 1.6354 2.6089 -2.8733 0.3 -0.2 -0.1
C 4.5491 -0.4952 -0.7756 1.9 1.1 1.3
H 1.1916 2.3797 3.1582 0.1 0.3 -0.3
N 5.1717 -0.9786 0.3451 -0.5 -0.6 -1.5
H -7.7653 -2.5965 -0.1592 0.0 0.0 -0.4
H -4.7191 0.2285 0.6915 0.1 -0.1 -0.2
H -0.4162 -3.8260 2.5420 -0.1 0.2 -0.2
C -0.5202 -3.0230 1.7992 0.0 0.1 -0.3
H 1.2511 2.8555 -3.8746 0.2 0.0 0.3
H 4.7986 -1.8512 0.7119 0.1 0.3 -0.1